105
Properties=species:S:1:pos:R:3:forces:R:3:lowdin_charge:R:1 method="wB97M-V/def2-TZVPD" total_charge=0 total_energy_ev=-87294.38032 smiles="Cc1ccccc1C[C@]1(CCOC=O)C(=O)O[C@@](CCF)(P(O)Cl)[C@@H]1C.CCOC(C)=O.CCOC(C)=O.CCOC(C)=O.CCOC(C)=O"
C -2.797549 3.529746 -3.078249 -0.42 0.48 0.51 -0.0659
C -2.410297 3.345809 -1.575515 -0.02 -0.03 1.63 -0.1896
C -3.448810 3.724014 -0.598481 1.55 -0.42 0.74 -0.0538
C -3.244624 3.653599 0.848313 2.39 -0.99 -1.92 -0.0772
C -1.932071 3.151091 1.302536 -0.85 0.46 -2.11 -0.0669
C -0.895097 2.776576 0.326146 -1.33 0.46 0.03 -0.0292
C -1.084713 2.859810 -1.114801 -2.54 0.89 0.82 -0.1409
C -0.013490 2.520665 -2.196629 -0.09 0.36 1.70 -0.0749
C -0.017008 1.033878 -2.721618 1.53 -0.46 -0.06 -0.2287
C 0.394567 1.087781 -4.268802 -0.79 -0.43 -0.77 -0.0851
C -0.684035 0.495869 -5.258496 1.18 1.00 -0.94 -0.1466
O -0.479569 -0.927909 -5.534681 0.72 1.12 -0.56 -0.1053
C 0.242431 -1.058720 -6.725964 -1.55 -0.77 -0.17 -0.3377
O -0.264440 -1.692543 -7.608892 0.95 0.21 0.31 0.1019
C -1.233783 0.083168 -2.443510 1.67 -0.18 -0.90 -0.3582
O -2.373966 0.279713 -2.180022 0.39 -0.17 -0.27 0.1807
O -0.720012 -1.223395 -2.640926 -0.50 -0.24 0.12 -0.0081
C 0.650781 -1.423457 -2.209123 -0.36 1.09 1.17 -0.5096
C 0.615565 -2.317893 -0.916492 -0.10 -0.19 -0.15 -0.1444
C 0.194537 -3.817440 -1.161154 -0.13 -0.11 1.28 -0.1752
F -0.632262 -4.020767 -2.281942 0.94 0.16 0.79 -0.0741
P 1.910791 -2.005795 -3.498615 -0.30 0.17 -2.12 0.7020
O 1.563770 -3.563719 -4.021918 0.24 1.14 0.72 -0.3299
Cl 3.729222 -2.072511 -2.395490 -1.15 -0.46 0.05 0.2208
C 1.098044 0.121576 -2.024796 1.58 -0.17 1.67 -0.2648
C 1.392560 0.344806 -0.488991 -0.08 0.96 -0.03 -0.0603
H -1.927568 3.551614 -3.778768 -0.74 -0.13 0.61 0.0597
H -3.320828 4.528705 -3.155158 0.59 -1.00 -0.07 0.0827
H -3.550249 2.767760 -3.429821 0.93 0.54 0.45 0.0884
H -4.432992 4.113729 -0.967640 1.09 -0.45 0.24 0.1038
H -4.048050 3.977745 1.547002 0.84 -0.37 -0.60 0.0908
H -1.724722 3.094334 2.398105 -0.05 -0.01 -1.16 0.0903
H 0.079914 2.437055 0.746153 -0.92 0.43 -0.49 0.0645
H 0.993150 2.722700 -1.722702 -0.96 -0.28 -0.59 0.1261
H -0.115507 3.292862 -3.003588 0.04 -1.09 0.56 0.1024
H 1.356183 0.535789 -4.477179 -1.05 0.44 0.40 0.0879
H 0.592499 2.142961 -4.620192 -0.37 -0.96 0.73 0.1237
H -0.509393 1.009096 -6.254275 -0.38 -0.26 1.07 0.1258
H -1.746554 0.727862 -4.990592 0.92 -0.68 0.02 0.1411
H 1.256427 -0.590991 -6.847389 -0.75 -0.06 0.63 0.1595
H 1.655052 -2.347305 -0.479309 -1.17 0.09 -0.31 0.0922
H -0.109225 -1.895811 -0.164666 0.85 -0.17 -0.85 0.1249
H -0.413644 -4.130661 -0.261090 0.55 0.27 -0.96 0.1214
H 1.093500 -4.499524 -1.149531 -0.94 0.66 -0.75 0.1229
H 1.408225 -3.463613 -4.982285 0.15 -0.20 0.59 0.0468
H 2.106140 0.307066 -2.501405 -1.10 -0.15 0.16 0.1047
H 1.715545 1.403675 -0.280226 -0.29 -1.03 -0.28 0.0714
H 0.478755 0.174661 0.139302 0.92 0.02 -0.47 0.0927
H 2.255980 -0.294407 -0.148191 -1.03 0.53 -0.40 0.0860
O 1.926045 3.467084 1.827854 0.02 -0.39 0.02 0.0817
C 2.339397 2.719978 2.680433 0.02 0.28 0.15 -0.5281
O 2.073869 1.406755 2.604324 -0.11 -0.04 -0.53 -0.0125
C 2.676477 0.413975 3.446340 0.02 -0.11 0.39 -0.2220
C 1.915024 0.266377 4.747548 0.02 0.17 -0.04 -0.0653
C 3.071806 3.251047 3.883157 0.62 -0.03 -0.02 0.0185
H 3.736475 0.623642 3.600358 -0.07 0.09 -0.06 0.1102
H 2.626287 -0.523827 2.890720 -0.05 0.19 -0.19 0.1223
H 1.931051 1.188977 5.329671 0.07 -0.09 0.06 0.0741
H 2.343747 -0.530894 5.356318 -0.06 0.05 0.00 0.0872
H 0.867725 0.033981 4.551456 0.08 -0.08 -0.03 0.0631
H 2.346378 3.563475 4.635232 0.03 -0.03 -0.02 0.0978
H 3.660796 4.113788 3.573031 -0.25 0.07 -0.02 0.0900
H 3.772443 2.542353 4.319376 -0.18 -0.08 0.12 0.0751
O -7.848808 -5.607245 -3.099854 0.27 0.27 0.00 0.0982
C -6.705692 -5.417670 -2.771730 -0.10 -0.33 -0.15 -0.5341
O -6.070604 -4.302125 -3.170535 -0.35 0.36 0.02 -0.0009
C -4.787514 -3.888521 -2.678344 0.32 -0.09 -0.11 -0.2259
C -3.664144 -4.538952 -3.457510 0.03 -0.17 -0.05 -0.0563
C -5.940501 -6.458096 -1.995857 0.04 0.06 0.62 0.0046
H -4.706877 -4.062632 -1.602943 -0.04 -0.09 -0.05 0.1126
H -4.743901 -2.807746 -2.819550 -0.22 -0.07 -0.04 0.1237
H -3.678288 -5.625702 -3.351709 0.03 0.04 0.08 0.0696
H -2.696957 -4.172228 -3.113558 -0.08 0.01 -0.03 0.0583
H -3.764379 -4.322546 -4.522588 -0.02 0.10 0.06 0.0873
H -5.524918 -7.188392 -2.690806 0.00 0.05 0.03 0.0955
H -6.632160 -6.960110 -1.320049 -0.07 -0.07 -0.24 0.0891
H -5.146646 -6.048679 -1.374539 0.14 -0.03 -0.19 0.0675
O 5.517886 1.257319 1.332088 -0.24 0.35 -0.07 0.0985
C 5.789213 2.271802 0.738953 0.23 -0.30 -0.12 -0.5257
O 4.802577 3.050479 0.265233 -0.39 -0.09 0.33 -0.0088
C 4.996014 4.362767 -0.275310 0.05 0.15 -0.25 -0.2282
C 5.348963 4.301949 -1.747188 0.16 -0.14 -0.08 -0.0626
C 7.219351 2.634608 0.438019 0.27 0.39 0.39 0.0127
H 5.729570 4.922872 0.308845 0.05 -0.11 -0.03 0.1155
H 4.043972 4.881750 -0.154625 -0.03 -0.25 0.16 0.1245
H 6.292338 3.778338 -1.913029 0.02 0.10 0.02 0.0679
H 5.435500 5.307595 -2.162968 -0.03 -0.04 0.03 0.0832
H 4.581727 3.756931 -2.300081 -0.05 0.09 0.06 0.0809
H 7.533120 2.125253 -0.473782 -0.03 0.04 0.03 0.0983
H 7.840936 2.298986 1.267438 -0.08 -0.21 -0.13 0.0921
H 7.390683 3.704527 0.339229 -0.05 -0.03 -0.22 0.0711
O 0.403228 -0.404886 7.447098 -0.33 -0.20 0.23 0.0993
C -0.717473 -0.829502 7.327263 0.26 0.01 -0.32 -0.5208
O -1.253321 -1.585030 8.303010 0.15 0.13 0.45 0.0007
C -2.631709 -1.973760 8.352253 -0.15 -0.19 -0.16 -0.2330
C -2.874672 -3.234508 7.548471 0.07 -0.04 -0.18 -0.0663
C -1.500746 -0.608164 6.059317 -0.41 0.46 0.03 0.0046
H -3.281602 -1.150683 8.047430 0.08 -0.02 -0.08 0.1139
H -2.853000 -2.168486 9.402496 0.23 0.10 -0.01 0.1230
H -2.653391 -3.084917 6.490210 -0.10 0.04 0.03 0.0671
H -3.914251 -3.554501 7.641079 0.05 0.02 0.01 0.0826
H -2.225953 -4.039376 7.897957 -0.06 0.05 0.08 0.0844
H -1.230209 -1.375559 5.332973 -0.04 0.02 0.04 0.0970
H -1.238928 0.371045 5.659880 0.18 -0.14 -0.02 0.0870
H -2.579136 -0.602173 6.203050 0.01 -0.22 -0.05 0.0711